Computed, not measured: a 8-piece molecular cluster, C16H32Cl16 overall at a distorted geometry, with ωB97M-V/def2-TZVPD.

The SMILES is ClCCCl.ClCCCl.ClCCCl.ClCCCl.ClCCCl.ClCCCl.ClCCCl.ClCCCl. For the electronic energy, the calculation gives -217469.7400 eV. The value obtained for the relative energy (zero: lowest compared OMol25 entry of this formula, charge and spin) is 58.64 kcal per mole.

```
64
C16H32Cl16, DFT ωB97M-V/def2-TZVPD
Cl 3.3825 -3.3678 0.9409
Cl -4.0858 4.8237 -1.5237
Cl -0.7026 5.3493 1.0337
Cl -2.7698 2.8688 2.4406
Cl 6.5491 -0.7068 -4.0916
Cl 0.9214 -5.0049 -0.5716
Cl -1.7417 -2.3718 1.6399
Cl -1.4602 -3.8064 5.7903
Cl 4.0100 0.8511 -6.2116
Cl -0.0691 1.4350 -1.4682
Cl 4.2403 -0.6412 -0.7145
Cl -3.7922 1.1390 -1.8147
Cl -5.4522 -1.0756 -0.1506
Cl 0.7953 -1.1615 -3.1751
Cl 4.6062 3.5567 -3.9405
Cl -0.5803 0.5048 5.2712
C -1.3197 1.8289 4.4426
C -5.8492 0.6943 -0.2079
C -2.2332 -2.7910 3.2550
C 5.5748 -0.7061 -1.6979
C -1.5458 4.9417 -0.4798
C -4.7235 1.5290 -0.3794
C 0.6805 -1.1642 -1.3746
C -1.0830 -3.4253 4.0921
C 5.3019 -1.3731 -3.0081
C -3.0271 5.2096 -0.1700
C 1.7971 -5.6118 0.8956
C 2.4299 -4.5404 1.7911
C 2.8834 1.5825 -5.0786
C -0.4739 -0.2202 -0.8889
C -2.2236 1.3658 3.2774
C 3.3881 2.1691 -3.7901
H 1.5608 -0.9638 -0.7639
H -3.9342 1.3300 0.3456
H -2.5149 -1.8270 3.6786
H -6.6209 0.5874 -0.9703
H -0.3229 -2.6450 4.1307
H 1.7257 -3.9792 2.4054
H -6.3736 0.9026 0.7246
H 3.8191 1.4854 -3.0587
H -1.8700 2.5315 5.0683
H 2.6344 -6.1856 0.4982
H 6.5234 -0.9990 -1.2481
H 2.4041 2.3875 -5.6357
H -3.1027 0.8132 3.6089
H 0.2973 -2.1176 -1.0107
H 2.4646 2.6017 -3.4050
H 5.4902 -2.4399 -2.8871
H -1.4044 -0.5054 -1.3798
H 4.3105 -1.1541 -3.4047
H -5.0812 2.5568 -0.4400
H -3.4537 4.7681 0.7307
H -0.9951 5.4883 -1.2453
H -1.7947 0.7712 2.4709
H 5.7351 0.3650 -1.8208
H -3.0916 -3.4604 3.1986
H 2.1260 0.8213 -4.8913
H -0.5961 -0.1767 0.1933
H -1.5579 3.8740 -0.6991
H 3.1058 -5.0661 2.4654
H -0.4510 2.3911 4.1001
H 1.1822 -6.1498 1.6170
H -0.5001 -4.1752 3.5572
H -3.1418 6.2885 -0.0657
```

***

Computed, not measured: a 2-piece molecular cluster, C4H12S overall at a distorted geometry, with ωB97M-V/def2-TZVPD.

The SMILES is CSC.CC. For the electronic energy, the calculation gives -15177.3298 eV. The value obtained for the relative energy (zero: lowest compared OMol25 entry of this formula, charge and spin) is 8.67 kcal per mole.

```
17
C4H12S, DFT ωB97M-V/def2-TZVPD
S 0.3516 -0.2486 -1.1449
C 1.8381 0.7107 -1.4995
C 0.7011 -1.9137 -1.7121
C -1.8081 0.1116 2.4505
C -1.4687 1.5241 2.8839
H -1.0687 2.1643 2.0930
H -2.3216 2.0585 3.2843
H -0.6726 1.6145 3.6311
H 0.2839 -2.6038 -1.0054
H 1.5026 1.7377 -1.6275
H 2.4886 0.7469 -0.6244
H -2.3587 0.1890 1.5131
H 1.7418 -2.1464 -1.8408
H 2.3935 0.3506 -2.3569
H -2.3629 -0.5436 3.1149
H -0.8907 -0.3647 2.2207
H 0.2223 -2.1450 -2.6652
```

***

Computed, not measured: a 7-piece molecular cluster, C45H40N3O12 overall at a distorted geometry, with ωB97M-V/def2-TZVPD.

As for the total charge: +1. For the electronic energy, the calculation gives -76338.5975 eV. The value obtained for the relative energy (zero: lowest compared OMol25 entry of this formula, charge and spin) is 24.54 kcal per mole.

```
100
C45H40N3O12, DFT ωB97M-V/def2-TZVPD
O 8.7625 -4.0227 3.6962
O 4.8316 -2.8698 2.8880
O 8.4813 -6.2203 -1.1153
O -6.6525 -2.6487 -0.7145
O 3.3567 11.8152 -2.3093
O 1.2606 -3.2150 2.1062
O -9.2235 -5.6596 -1.0254
O 4.2786 1.4136 -0.1826
O -8.5384 2.0335 -2.3155
O 0.4315 -6.5353 6.1526
O -5.3438 -7.7849 1.8917
O 0.3459 7.7136 -0.8340
N -1.6724 2.0375 -0.1213
N -1.4082 3.2927 -0.4092
N 1.5251 2.5268 -0.2842
C 1.1791 3.3386 -2.7249
C -2.7965 3.2767 -2.4977
C 7.4631 -4.4425 1.7810
C -7.1368 -5.3612 0.0183
C 7.3919 -4.9960 0.5718
C -8.4060 -7.5514 0.1131
C 8.5458 -5.7178 -0.0127
C 2.6685 10.8781 -1.9712
C -8.3333 -6.1484 -0.3568
C -8.1099 0.9602 -1.9502
C -8.9753 -0.2407 -1.8974
C 2.3644 8.8940 -0.5621
C 0.6218 -5.7768 5.2269
C 4.4055 0.4299 0.5237
C 9.8532 -5.2481 2.0094
C 2.1913 -4.7088 3.6727
C 5.3721 0.4084 1.6448
C -8.5011 -1.4188 -1.4932
C 1.3398 10.6390 -2.5833
C 3.5993 -0.7889 0.2919
C 4.7042 -1.8885 2.1830
C 3.1219 9.9253 -0.9307
C 8.6991 -4.5263 2.5936
C 1.0384 8.6568 -1.1740
C -6.2336 -7.2982 1.2237
C 0.9862 4.7695 -2.1072
C 1.9822 -5.5443 4.6888
C -0.4985 -5.0450 4.5897
C -7.0886 -1.5758 -1.0818
C 9.7814 -5.8016 0.8002
C 0.5840 9.6072 -2.2131
C 1.0718 -3.9787 3.0377
C -0.2836 5.4331 -2.8317
C -6.2223 -0.3761 -1.1342
C -6.6949 0.8002 -1.5375
C -2.4466 1.4016 -0.9774
C -0.2882 -4.2101 3.5743
C -1.4810 5.3534 -1.7679
C 3.7371 -1.8670 1.0611
C 1.7136 2.2364 -1.7328
C -6.1629 -5.8964 0.7531
C -7.4316 -8.0851 0.8475
C -3.1161 1.8626 -2.2069
C 5.5114 -0.6687 2.4152
C -1.9081 3.8636 -1.5135
H 0.7500 4.7848 -1.0232
H -0.0989 6.4840 -3.1465
H 1.2713 1.6662 0.2049
H -1.1704 5.8208 -0.8009
H -9.1193 -2.3074 -1.4476
H -10.0050 -0.1063 -2.2028
H -3.7556 1.2495 -2.8699
H -7.1006 -4.3322 -0.3367
H 0.2700 2.9427 -3.2557
H 1.0238 11.3449 -3.3409
H -1.4862 -5.2268 4.9942
H 2.7824 1.9423 -1.9006
H -6.0757 1.6882 -1.5822
H 2.8977 -0.7537 -0.5325
H 2.6793 8.1875 0.1956
H 1.1250 1.2969 -1.9431
H -0.3888 9.4173 -2.6499
H -0.6198 4.8385 -3.7222
H 2.7883 -6.0874 5.1655
H 6.2134 -0.7040 3.2391
H -5.2807 -5.3367 1.0382
H 10.7483 -5.2990 2.6165
H 2.4345 2.7842 0.1081
H -0.7958 3.8117 0.2323
H -2.6249 0.3277 -0.7255
H 6.6295 -3.9105 2.2236
H 4.0940 10.1145 -0.4933
H -5.1921 -0.5123 -0.8279
H 6.4966 -4.9453 -0.0357
H -2.3861 5.9123 -2.1158
H -3.2064 3.8014 -3.3824
H 1.9511 3.4447 -3.5372
H 3.1568 -2.7654 0.9056
H -1.0939 -3.6666 3.0970
H 3.1787 -4.5263 3.2680
H 5.9529 1.3090 1.7997
H 10.6142 -6.3333 0.3575
H -7.4676 -9.1081 1.2005
H -9.2882 -8.1111 -0.1718
H 1.8505 5.4131 -2.3884
```

***

Computed, not measured: C6H4Cl2ErN2O3Pm as an isolated structure at a distorted geometry, with ωB97M-V/def2-TZVPD.

Its multiplicity is 8. As for the total charge: +4. For the electronic energy, the calculation gives -84584.7284 eV. The value obtained for the relative energy (zero: lowest compared OMol25 entry of this formula, charge and spin) is 9.99 kcal per mole.

```
19
C6H4Cl2ErN2O3Pm, DFT ωB97M-V/def2-TZVPD
Er -0.4477 0.3023 -3.3410
Pm 0.9833 0.5419 -0.0404
Cl -0.5986 -1.4165 -1.5165
Cl -0.3066 2.2928 -1.6539
O 1.1763 -2.3443 -4.9458
O 2.5864 3.4831 1.0125
O 1.3293 2.2051 -5.6994
N -0.2072 -1.5414 2.0727
N -0.2473 -0.2090 1.6690
C 0.9244 1.5331 -4.8637
C -0.9944 -1.7734 3.1318
C -1.5851 -0.5678 3.4816
C 0.8339 -1.3948 -4.3763
C -1.1327 0.3789 2.5632
C 2.0915 2.4920 0.6711
H 0.2793 -2.2239 1.5113
H -2.2796 -0.3868 4.3284
H -1.3607 1.4126 2.4364
H -1.0446 -2.7839 3.5591
```

***

Computed, not measured: C31H53ClLaN9O9S2 as an isolated structure at a distorted geometry, with ωB97M-V/def2-TZVPD.

As for the total charge: +2. For the electronic energy, the calculation gives -99881.2171 eV.

```
106
C31H53ClLaN9O9S2, DFT ωB97M-V/def2-TZVPD
La 0.7740 0.8003 -0.9144
Cl -0.3881 3.4255 -0.1761
S 3.2703 3.5643 -1.3928
S -2.3234 -2.3791 4.9698
O -4.4880 0.9258 4.5809
O -2.5875 1.6670 3.8750
O -2.3908 -0.9959 5.3425
O 2.4886 2.3289 -1.8258
O 0.9621 3.6017 0.2600
O -1.5748 -2.6462 3.7542
O -0.8656 2.2042 0.4376
O -0.3639 3.1574 -1.5808
O -1.1918 4.5047 0.1422
N 3.3854 -0.0371 -0.4050
N -4.0736 -1.3437 2.8679
N 1.6475 1.1864 1.4682
N 0.0401 -1.4276 0.4021
N -3.5123 0.8876 3.8690
N 0.0132 1.0811 -3.4581
N -1.8219 0.3590 -1.5264
N 1.0378 -1.4835 -2.3340
N -2.9793 -1.1506 0.9507
C -0.1719 -2.6137 -0.4621
C -3.4563 -0.1138 2.8616
C 0.5498 1.5987 -5.7425
C -4.8337 -1.9103 3.9599
C 4.1068 -1.1130 -1.0950
C -1.6670 -3.4050 6.3236
C -2.7966 -0.0104 1.6640
C 3.1089 1.2372 1.6790
C -3.7278 -1.9416 1.7021
C 4.4869 3.8251 -2.7652
C 0.9011 -1.8429 1.5333
C -0.6441 1.0946 -6.1872
C 2.2803 -2.2703 -2.4478
C 0.9599 -0.9194 2.7577
C 2.3062 5.0373 -1.8810
C -0.1158 -2.3280 -1.9694
C 3.8122 0.0615 0.9973
C -1.5692 0.5924 -5.2498
C -3.3356 -0.3636 -3.3223
C 0.8627 0.5933 2.5727
C 0.8384 1.5539 -4.3715
C -1.2108 0.6499 -3.8753
C 3.9641 4.9447 -3.6549
C -0.5563 -2.6775 7.0489
C -3.6623 -0.4550 -4.6829
C 3.2380 5.8966 -2.7137
C -2.8088 0.0395 -5.6294
C 3.5360 -1.3952 -2.4841
C -4.1314 -3.3142 1.3255
C -4.0394 -2.9826 4.6952
C -2.1515 0.1982 -2.9107
H 1.8840 -1.1642 3.2864
H 3.3254 -0.4546 -2.9997
H -4.0124 -3.4475 0.2548
H -4.5997 -0.8991 -4.9741
H -0.8713 -1.2020 0.8109
H 0.1305 -1.1916 3.4132
H -1.3187 -4.3182 5.8485
H -2.4036 -0.2584 -0.9451
H -4.0307 -0.7300 -2.5807
H 1.7963 1.9047 -4.0066
H -0.9606 -1.8469 7.6198
H -4.4709 -3.1743 5.6727
H -5.1683 -3.5082 1.5889
H 2.6861 6.6632 -3.2533
H -2.2415 0.8307 1.2942
H 1.9003 -1.9990 1.1217
H -2.0714 1.3152 -1.2576
H 0.6074 -3.3428 -0.2373
H 5.1734 -0.8674 -1.1820
H 1.9715 5.5264 -0.9709
H -1.0212 -1.8169 -2.2940
H 0.8502 -1.1398 -3.2766
H -5.7640 -2.3306 3.5629
H 3.3567 1.2376 2.7484
H 1.2779 2.0056 -6.4269
H 0.1674 -2.2872 6.3375
H -2.5040 -3.6172 6.9837
H 1.1600 1.0483 3.5256
H -0.8922 1.0703 -7.2367
H -3.0608 0.0236 -6.6769
H -0.0775 -3.2955 -2.4912
H 4.6316 2.8786 -3.2805
H 3.4767 2.1773 1.2452
H -0.1778 0.8734 2.3962
H 3.5559 -0.8687 1.5082
H 1.3556 2.1642 1.4954
H -0.0495 -3.3562 7.7315
H 0.5490 -2.8059 1.9264
H 2.2441 -2.8961 -3.3494
H 4.2993 -1.9197 -3.0585
H 1.4427 4.6675 -2.4325
H -1.1347 -3.0819 -0.2401
H 3.9624 6.3885 -2.0629
H 4.9003 0.1943 1.0793
H -3.9596 -3.9057 4.1277
H 5.4234 4.1121 -2.2908
H 4.7839 5.4459 -4.1700
H -5.0852 -1.0907 4.6416
H 3.2756 4.5563 -4.4092
H -3.4948 -4.0378 1.8350
H 3.6707 0.8368 -0.8571
H 4.0369 -2.0236 -0.4949
H 2.3445 -2.9366 -1.5873
```

***

Computed, not measured: C3H6S3 as an isolated structure at a distorted geometry, with ωB97M-V/def2-TZVPD.

For the electronic energy, the calculation gives -35710.5000 eV. The value obtained for the relative energy (zero: lowest compared OMol25 entry of this formula, charge and spin) is 77.46 kcal per mole.

```
12
C3H6S3, DFT ωB97M-V/def2-TZVPD
S -1.3420 -1.1345 -0.3108
S 1.3627 -1.0482 0.2129
S -0.0583 1.6515 -0.1592
C -2.4603 0.3730 0.4736
C 2.5406 0.4103 -0.0170
C -0.0499 -0.0516 -0.0209
H -2.2913 0.5694 1.6802
H 3.6627 0.0214 -0.0210
H -2.0592 1.4959 -0.0292
H 2.4266 0.7428 -0.9469
H 2.2681 1.0868 0.8333
H -3.5893 0.1923 -0.0157
```

***

Computed, not measured: C24H42AsBrN4O2PdSi2 as an isolated structure at a distorted geometry, with ωB97M-V/def2-TZVPD.

For the electronic energy, the calculation gives -185743.7188 eV. The value obtained for the relative energy (zero: lowest compared OMol25 entry of this formula, charge and spin) is 23.67 kcal per mole.

```
77
C24H42AsBrN4O2PdSi2, DFT ωB97M-V/def2-TZVPD
Pd 0.2172 -0.1772 -0.2843
Br 2.6405 -4.2050 1.7206
As 0.1794 1.8639 -1.5004
Si 2.2403 2.7093 -0.6992
Si -1.2782 3.6125 -0.9315
O 0.5994 -2.5399 -0.9037
O -0.1393 -2.0089 1.1246
N -3.4700 -0.4810 0.2482
N 2.4185 -0.7685 0.8657
N -1.7554 -0.4359 -1.3413
N -3.9330 -1.0340 -1.9653
C 6.0408 0.0946 2.8187
C 2.6753 4.4489 -1.2473
C 0.8301 -6.3659 1.5476
C -3.0556 3.0964 -1.2309
C -0.8812 4.9623 -2.1656
C -2.9901 -0.6439 -1.0435
C 0.1759 -2.8476 0.2234
C -4.1363 -1.6471 0.8314
C 3.6381 -0.5017 1.5229
C -0.3642 -6.9942 1.2274
C 3.6363 -0.0457 2.8382
C 3.4793 1.5532 -1.4991
C 4.8530 -0.6778 0.8681
C -5.2864 -0.4965 -1.9022
C 2.2526 2.6842 1.1728
C -3.4822 -1.3561 -3.3049
C 6.0439 -0.3787 1.5137
C -2.5848 0.1672 1.2101
C -1.1116 4.2920 0.8030
C 0.0216 -4.3052 0.5685
C 1.0041 -5.0287 1.2240
C 4.8277 0.2541 3.4784
C -1.1605 -4.9596 0.2341
C -1.3601 -6.2894 0.5660
H 3.6764 1.8935 -2.5194
H -1.9314 -4.4056 -0.2899
H -2.6235 -2.0255 -3.2631
H 6.9841 -0.5146 0.9933
H -2.2916 -6.7780 0.3095
H -3.4064 2.3614 -0.5021
H 0.1598 5.2794 -2.0783
H -1.0234 4.5936 -3.1847
H 1.7123 -1.1267 1.5010
H -4.2870 -1.8717 -3.8261
H -1.8459 5.0822 0.9872
H 3.0666 0.5461 -1.5635
H 4.8642 -1.0650 -0.1446
H -1.5205 5.8376 -2.0229
H 2.6909 0.0691 3.3576
H -2.1721 1.0756 0.7800
H 2.5264 -1.3918 0.0743
H 2.0536 5.1956 -0.7463
H -1.5255 -0.4996 -2.3217
H 2.5482 4.5714 -2.3258
H -3.7249 3.9605 -1.1848
H -5.4076 0.3267 -2.6150
H -3.1781 0.4275 2.0878
H 1.7865 3.5902 1.5662
H 3.7199 4.6620 -1.0021
H -3.2142 -0.4629 -3.8832
H -0.1155 4.7155 0.9529
H -3.4034 -2.3172 1.2955
H -1.7638 -0.4834 1.5187
H -6.0110 -1.2733 -2.1522
H 1.6227 -6.9050 2.0476
H 1.6928 1.8274 1.5501
H 4.4310 1.5082 -0.9627
H 3.2705 2.6222 1.5694
H -4.8389 -1.3202 1.5987
H -3.1459 2.6439 -2.2228
H 4.8099 0.6069 4.5020
H -5.4945 -0.1180 -0.9075
H -1.2549 3.5098 1.5532
H -4.6772 -2.2006 0.0694
H 6.9711 0.3333 3.3168
H -0.5145 -8.0310 1.4998
```

***

- Which formula does entry 1 have?
  C16H32Cl16